ORCA calculation (ωB97M-V/def2-TZVPD) on C5H10O2 as an isolated structure.

Each line ends with the Löwdin charge.
Atoms and positions in Å:
O -0.524 0.791 2.110  -0.066
C -0.624 -0.563 1.706  -0.273
C -1.149 -0.596 0.279  -0.145
C -0.324 0.220 -0.657  -0.217
C 0.052 0.132 -2.118  -0.131
O 0.789 1.382 -1.962  -0.077
C 0.376 1.359 -0.641  -0.111
H -0.114 0.811 2.982  0.092
H -1.317 -1.113 2.363  0.115
H 0.358 -1.061 1.741  0.115
H -2.188 -0.241 0.277  0.121
H -1.169 -1.643 -0.055  0.122
H 2.248 -0.542 -0.285  0.030
H -0.752 0.247 -2.851  0.125
H 0.734 -0.673 -2.411  0.116
H 2.943 -0.654 -0.528  0.057
H 0.661 2.144 0.050  0.126

Results
orbital gap	9.3	eV
E_HOMO	-8.434	eV
molecular weight	102.13	u


ORCA calculation (ωB97M-V/def2-TZVPD) on a 2-piece molecular cluster, C5H16N2S overall.

Each line ends with the Löwdin charge.
Atoms and positions in Å:
C -1.012 -1.745 -1.451  -0.065
C -0.601 -0.393 -2.013  -0.253
N -1.143 0.729 -1.218  -0.177
C -1.096 1.999 -1.964  -0.052
H -2.088 -1.871 -1.327  0.088
H -0.637 -2.542 -2.087  0.093
H -0.536 -1.883 -0.478  0.043
H 0.489 -0.324 -1.978  0.111
H -0.878 -0.288 -3.063  0.121
H -0.687 0.461 0.125  -0.058
H -2.091 0.558 -0.890  0.125
H -0.077 2.382 -1.980  0.094
H -1.754 2.740 -1.518  0.094
H -1.416 1.829 -2.992  0.093
C 2.083 -0.252 0.818  -0.345
C 1.409 0.686 1.779  -0.301
S -0.574 0.366 1.669  0.899
N 1.853 -1.678 1.059  0.016
H 3.155 -0.042 0.794  0.132
H 1.719 -0.062 -0.195  0.086
H 1.397 1.751 1.556  0.081
H 1.511 0.441 2.832  0.069
H 0.858 -1.789 1.239  0.022
H 2.322 -1.980 1.907  0.085

Results
⟨S²⟩	0.754
multiplicity	2
orbital gap (alpha / beta)	10.4 / 6.2	eV
total charge	+1
E_HOMO (alpha / beta)	-13.705 / -13.672	eV
molecular weight	136.26	u


ORCA calculation (ωB97M-V/def2-TZVPD) on one molecule with the formula C19H19F3N6O2.

Each line ends with the Löwdin charge.
Atoms and positions in Å:
O -0.107 4.032 -0.905  0.110
C 0.852 3.423 -0.583  -0.585
N 1.161 2.199 -1.126  0.226
C 2.148 1.747 -0.503  -0.159
C 3.031 0.580 -0.686  -0.151
N 2.607 -0.545 -1.288  0.155
C 2.797 -1.826 -0.849  -0.482
O 3.664 -2.098 0.009  0.021
N 1.823 -2.760 -0.859  0.039
C 0.490 -2.513 -1.073  -0.184
C -0.129 -1.667 0.052  -0.079
C 0.429 -1.789 1.430  0.064
C -0.259 -0.980 2.387  -0.038
C -1.314 -0.173 2.079  -0.156
C -1.948 0.612 3.300  -0.610
F -1.473 1.845 3.293  0.149
F -1.497 0.105 4.477  0.114
F -3.241 0.671 3.270  0.198
N -1.806 -0.062 0.813  0.209
C -1.332 -0.949 -0.162  -0.203
N -2.224 -1.046 -1.266  -0.141
C -2.749 0.193 -1.859  -0.154
C -4.291 -0.068 -1.867  -0.151
C -4.418 -1.310 -0.943  -0.165
C -3.136 -2.125 -1.282  -0.165
C 4.376 0.713 -0.191  0.057
C 4.849 1.935 0.500  -0.047
C 3.905 2.838 0.944  -0.027
C 2.467 2.611 0.710  -0.241
N 1.588 3.792 0.542  0.145
H 1.971 -0.572 -2.005  0.117
H 2.060 -3.409 -0.180  0.118
H 0.285 -1.966 -2.071  0.151
H -0.067 -3.469 -1.213  0.139
H 1.354 -2.300 1.693  0.111
H 0.272 -0.963 3.344  0.119
H -2.511 1.027 -1.206  0.096
H -2.317 0.427 -2.919  0.137
H -4.596 -0.391 -2.950  0.125
H -4.951 0.839 -1.615  0.125
H -5.235 -1.954 -1.030  0.083
H -4.418 -0.991 0.033  0.073
H -3.203 -2.632 -2.275  0.126
H -2.940 -2.884 -0.535  0.121
H 4.994 -0.129 -0.430  0.098
H 5.911 2.083 0.667  0.100
H 4.120 3.745 1.466  0.103
H 2.113 2.128 1.656  0.183
H 0.895 4.028 1.206  0.128

Results
SMILES string	O=C1N=C2C(NC(=O)NCc3ccc(C(F)(F)F)nc3N3CCCC3)=CC=C[C@H]2N1
orbital gap	7.8	eV
E_HOMO	-8.432	eV
molecular weight	420.40	u


ORCA calculation (ωB97M-V/def2-TZVPD) on a 2-piece molecular cluster, C5H10S3 overall.

Each line ends with the Löwdin charge.
Atoms and positions in Å:
C -0.509 1.836 -0.615  -0.067
C -0.725 0.648 -0.260  -0.129
C -2.666 -0.508 0.522  -0.113
C -1.177 -0.641 0.168  -0.292
C 2.041 -0.300 0.104  -1.296
S 2.751 0.008 1.693  0.661
S 2.724 0.852 -1.228  0.582
S 2.434 -1.973 -0.667  0.564
H 0.470 2.263 -0.975  0.024
H -1.300 2.624 -0.959  0.093
H -3.060 -1.430 0.896  0.047
H -3.267 -0.077 -0.401  0.115
H -2.791 0.281 1.369  0.106
H -0.981 -1.336 -0.688  0.133
H -0.706 -0.935 1.041  0.078
H 2.097 1.089 1.898  -0.175
H 1.887 0.490 -2.156  -0.168
H 2.779 -2.889 0.258  -0.163

Results
orbital gap (alpha / beta)	8.4 / 6.2	eV
E_HOMO (alpha / beta)	-7.905 / -7.082	eV
molecular weight	166.34	u